184
Properties=species:S:1:pos:R:3:forces:R:3:lowdin_charge:R:1 method="wB97M-V/def2-TZVPD" charge=+4 max_force_ha_per_bohr=0.0815 relative_energy_kj_mol=1156.2 gap_ha=0.05165
C 13.066 12.357 14.958 0.30 1.11 -0.24 -0.916
O 13.574 11.738 13.970 0.35 -1.27 -0.90 -0.117
O 13.223 13.628 15.021 -0.25 0.73 0.42 -0.140
O 12.405 11.739 15.861 -0.49 -0.78 0.67 -0.147
C 16.379 13.394 15.732 -1.46 -0.49 -0.56 -0.091
C 16.718 11.918 15.868 2.42 0.59 -1.73 -0.188
C 16.709 11.300 14.425 -0.22 1.65 0.63 -0.136
N 16.998 9.831 14.403 0.85 -0.38 -0.13 -0.250
C 16.661 9.379 13.011 -2.07 0.82 -0.64 -0.149
C 17.201 8.044 12.563 -0.92 -0.96 0.61 -0.187
C 18.695 7.912 12.843 0.40 -0.40 -0.13 -0.179
C 18.942 8.133 14.352 -0.40 0.16 0.34 -0.150
C 18.486 9.577 14.719 -0.36 -1.00 1.87 -0.086
C 16.155 9.037 15.381 2.18 0.32 0.16 0.032
H 15.506 13.483 15.061 0.20 -0.21 0.39 0.039
H 17.133 13.977 15.276 1.18 0.71 -0.06 0.064
H 16.009 13.798 16.665 0.38 0.29 0.31 0.083
H 15.926 11.539 16.411 -1.55 -1.33 1.26 0.065
H 17.702 11.753 16.422 -1.27 0.15 -0.74 0.137
H 17.457 11.796 13.766 -0.06 -0.47 0.62 0.143
H 15.730 11.565 13.917 0.58 -0.94 0.92 0.105
H 16.990 10.205 12.332 -0.20 -0.67 0.50 0.137
H 15.500 9.362 13.021 1.85 0.23 -0.31 0.162
H 16.938 8.000 11.471 0.32 -0.38 1.03 0.142
H 16.634 7.235 13.153 0.75 0.84 -1.20 0.135
H 19.187 8.726 12.259 0.14 -0.81 0.31 0.132
H 19.045 6.888 12.536 -0.12 1.19 0.11 0.139
H 19.980 8.052 14.698 0.04 0.19 -0.62 0.125
H 18.478 7.303 14.957 -0.14 1.03 -0.52 0.131
H 19.150 10.331 14.316 -0.31 0.15 -0.91 0.136
H 18.572 9.784 15.811 -0.13 -0.46 -0.67 0.129
H 15.178 9.376 15.314 -1.92 0.92 -0.05 0.067
H 16.564 9.105 16.399 -0.17 0.23 -0.42 0.123
H 16.192 8.021 15.074 0.11 -0.87 -0.21 0.082
C 14.118 11.125 20.055 -1.18 -1.25 -0.13 -0.049
C 12.805 10.534 19.476 0.90 -0.08 -0.91 -0.189
C 13.120 9.717 18.225 1.83 -0.38 -0.34 -0.155
N 12.039 8.882 17.639 -1.22 0.32 0.12 -0.246
C 12.492 8.331 16.323 -1.47 -3.58 1.62 -0.110
C 11.405 7.408 15.717 -0.88 0.08 0.31 -0.163
C 11.042 6.262 16.667 0.82 0.17 -0.87 -0.194
C 10.664 6.767 18.013 -1.48 -0.12 1.47 -0.176
C 11.735 7.691 18.540 0.47 0.45 -0.30 -0.097
C 10.791 9.734 17.366 -0.20 0.02 0.85 0.040
H 14.801 10.322 20.315 0.17 -0.09 -0.03 0.085
H 13.868 11.626 20.966 0.09 0.50 0.43 0.042
H 14.584 11.783 19.355 0.34 0.55 -0.42 0.069
H 12.135 11.329 19.172 -0.15 0.30 0.09 0.078
H 12.299 9.923 20.194 -0.23 -0.28 0.67 0.102
H 14.039 9.057 18.344 -1.23 0.41 0.28 0.156
H 13.398 10.359 17.398 -0.06 0.65 -0.14 0.103
H 13.380 7.693 16.503 -0.23 0.64 -0.08 0.152
H 12.618 9.072 15.656 1.08 3.08 -1.88 0.060
H 11.832 6.995 14.796 -0.25 0.13 0.09 0.118
H 10.429 7.947 15.488 1.48 -0.41 -0.17 0.125
H 11.935 5.665 16.773 0.36 -0.51 0.07 0.122
H 10.299 5.643 16.208 -0.54 -0.40 -0.10 0.121
H 10.615 5.938 18.779 -0.11 0.72 -0.89 0.154
H 9.625 7.242 18.010 1.36 -0.48 0.13 0.146
H 12.719 7.192 18.541 -0.47 -0.13 0.45 0.147
H 11.478 8.059 19.526 0.15 0.13 0.11 0.131
H 10.083 9.013 16.941 -0.03 0.77 0.36 0.075
H 11.049 10.548 16.644 0.10 -0.65 0.55 0.082
H 10.388 10.155 18.344 0.61 -0.71 -1.24 0.132
C 9.325 7.741 9.434 0.74 -0.63 -1.26 -0.074
C 10.355 8.537 10.216 0.61 1.45 -1.78 -0.243
C 9.821 9.385 11.335 -1.22 -1.18 0.23 -0.139
N 10.937 10.042 12.061 -1.59 1.76 1.48 -0.250
C 11.842 10.958 11.290 0.39 0.37 -0.50 -0.095
C 11.129 12.212 10.767 -1.88 -1.79 0.20 -0.118
C 10.341 12.984 11.817 0.83 -0.40 -0.47 -0.180
C 9.527 12.123 12.712 1.16 -0.25 1.78 -0.144
C 10.367 10.924 13.226 -2.03 0.22 -0.92 -0.048
C 11.709 9.057 12.757 1.00 -2.46 1.02 -0.048
H 8.651 8.379 8.858 0.07 0.20 0.18 0.083
H 8.719 7.182 10.115 -0.40 -0.75 0.22 0.066
H 9.805 7.060 8.639 -0.62 0.89 1.50 0.120
H 10.802 9.256 9.508 -0.04 -0.27 -0.08 0.112
H 11.220 7.979 10.557 -0.23 -0.61 0.11 0.105
H 9.289 8.696 12.026 0.54 0.53 0.16 0.149
H 9.029 10.090 11.069 0.57 0.19 -0.41 0.140
H 12.243 10.388 10.428 0.04 0.27 0.71 0.139
H 12.607 11.212 12.042 0.08 -0.01 -0.39 0.108
H 10.429 11.883 9.982 -0.01 -0.04 0.16 0.130
H 11.794 12.814 10.227 1.31 0.95 -0.49 0.092
H 9.703 13.668 11.363 -1.21 1.18 -1.24 0.105
H 10.992 13.618 12.357 1.09 0.41 1.09 0.091
H 8.617 11.821 12.262 -0.86 -0.56 -0.63 0.102
H 9.195 12.698 13.614 0.39 -0.50 -0.57 0.119
H 9.614 10.330 13.790 1.13 -0.24 -0.10 0.147
H 11.241 11.247 13.771 0.11 -0.01 0.46 0.092
H 12.242 9.476 13.595 0.42 0.63 -0.06 0.080
H 12.403 8.480 12.144 0.05 0.50 -0.32 0.118
H 11.065 8.288 13.191 -0.32 0.30 -0.20 0.096
C 12.940 14.091 22.204 1.10 0.41 0.29 -0.101
C 12.906 14.765 20.847 0.29 1.04 0.23 -0.272
C 11.619 14.495 20.082 0.22 -1.29 -1.00 -0.183
C 11.794 15.003 18.622 0.58 -0.87 -0.42 -0.092
N 10.636 14.776 17.687 -0.51 -1.24 1.04 -0.287
C 10.952 15.323 16.385 -0.18 -0.18 -2.34 -0.143
C 9.636 15.098 15.609 -0.39 0.25 -1.83 -0.139
C 8.536 15.371 16.665 1.00 0.10 -0.81 -0.127
C 9.312 15.407 17.994 -0.72 1.56 0.20 -0.088
C 10.462 13.263 17.609 0.46 0.67 0.88 0.023
H 12.078 14.306 22.825 -0.34 -0.24 -0.06 0.083
H 13.802 14.481 22.766 -0.20 -0.11 -0.13 0.088
H 13.145 13.036 22.082 -0.48 -0.29 0.27 0.044
H 13.760 14.395 20.252 -0.22 0.33 0.18 0.110
H 13.046 15.875 21.029 -0.17 -1.11 -0.56 0.135
H 10.757 14.865 20.637 -0.07 0.56 -0.35 0.126
H 11.425 13.389 20.049 0.53 0.83 0.20 0.099
H 12.627 14.465 18.001 -1.06 0.93 1.67 0.176
H 11.996 16.068 18.633 0.04 0.24 -0.11 0.133
H 11.793 14.800 15.925 0.18 -0.33 0.12 0.091
H 11.241 16.362 16.505 -0.31 0.33 0.05 0.141
H 9.551 14.071 15.181 0.46 0.59 0.62 0.088
H 9.455 15.735 14.667 0.71 -0.57 1.61 0.143
H 7.811 14.588 16.692 -0.64 -0.42 -0.10 0.104
H 8.075 16.284 16.284 -0.25 0.11 1.12 0.125
H 8.739 14.992 18.819 0.44 -0.64 0.04 0.139
H 9.497 16.441 18.301 0.26 -0.06 -0.13 0.143
H 9.586 13.016 17.046 -0.41 -0.01 -0.31 0.096
H 10.289 13.038 18.668 0.02 -0.65 -0.59 0.090
H 11.367 12.808 17.143 -0.38 0.18 0.23 0.086
C 16.323 12.727 10.294 -0.55 1.08 0.20 -0.088
C 14.968 12.812 11.070 0.60 -0.09 0.77 -0.211
C 14.423 14.239 11.372 2.23 -0.87 0.95 -0.141
C 14.972 14.861 12.674 0.53 -1.20 -0.22 -0.111
N 14.537 16.276 12.834 -0.83 2.08 -1.57 -0.229
C 14.802 17.168 11.584 0.55 -1.68 -1.09 -0.069
C 15.743 18.289 11.973 -1.03 -0.17 0.26 -0.131
C 16.505 17.650 13.130 -0.84 0.46 -0.91 -0.117
C 15.371 17.008 13.841 -1.54 0.20 0.81 -0.121
C 13.073 16.274 13.162 0.04 -2.98 2.06 0.019
H 16.535 11.678 10.155 0.24 -0.24 -0.32 0.055
H 17.208 13.199 10.756 -0.48 -0.19 0.28 0.072
H 16.233 13.242 9.318 -0.05 -0.52 0.33 0.086
H 14.999 12.197 12.011 -0.04 0.71 -0.69 0.082
H 14.261 12.288 10.437 -0.32 0.03 -0.15 0.085
H 13.386 14.313 11.340 -1.96 -0.46 0.29 0.068
H 14.716 14.864 10.577 0.57 0.57 -1.26 0.081
H 16.079 14.783 12.730 -0.52 0.49 -0.39 0.149
H 14.624 14.326 13.568 -0.44 0.06 -0.29 0.086
H 13.940 17.329 10.953 -0.84 0.72 0.76 0.142
H 15.276 16.466 10.912 0.97 0.19 0.00 0.105
H 15.217 19.213 12.162 -0.36 0.18 0.89 0.124
H 16.334 18.582 11.159 1.15 -0.06 -1.29 0.110
H 16.925 18.375 13.792 0.87 0.32 0.24 0.127
H 17.200 16.946 12.678 0.36 -0.03 0.53 0.131
H 14.711 17.760 14.304 0.25 0.05 -0.43 0.152
H 15.569 16.358 14.635 0.68 -1.31 1.09 0.117
H 13.067 15.684 14.131 -0.35 0.67 -0.89 0.098
H 12.458 15.630 12.494 0.83 0.74 0.07 0.104
H 12.599 17.209 13.324 0.18 1.20 -0.25 0.097
C 23.675 19.583 19.495 0.38 -3.03 -1.99 -0.140
C 22.830 19.943 18.239 -0.02 2.35 1.84 -0.307
C 22.697 19.121 17.216 -0.74 -1.63 -1.94 -0.093
C 22.696 21.517 25.032 -0.32 0.08 -0.32 0.182
N 22.020 21.636 26.138 1.61 1.08 -1.27 -0.173
C 17.842 22.864 25.507 2.59 0.94 -1.80 0.171
C 19.299 23.180 25.681 0.00 -3.00 0.00 -0.232
C 20.052 22.980 27.043 -0.09 0.41 -1.51 -0.160
C 21.575 22.926 26.708 -0.61 0.64 1.69 -0.138
C 21.816 20.494 27.073 -0.95 1.80 -0.80 0.049
H 24.528 18.914 19.005 -1.35 1.38 1.65 0.101
H 20.487 16.114 18.178 -0.07 0.04 0.02 -0.205
H 22.963 18.836 19.981 1.24 0.99 0.18 0.073
H 22.332 20.940 18.422 0.10 -1.22 -0.99 0.096
H 24.091 20.343 20.196 -0.59 -0.42 -0.93 0.058
H 21.936 19.200 16.262 2.22 0.06 2.75 0.103
H 23.336 18.159 17.305 -1.26 1.52 -0.56 0.073
H 23.105 20.465 24.790 -0.66 1.92 0.23 0.156
H 22.846 22.427 24.277 -0.32 -2.08 2.00 0.177
H 17.459 22.860 24.498 0.17 0.11 -0.27 0.064
H 17.109 22.684 26.193 -1.38 -0.47 2.34 0.031
H 19.564 24.140 25.293 0.04 0.84 -0.63 0.110
H 19.814 22.386 24.938 -0.87 1.63 1.07 0.153
H 19.697 22.078 27.525 0.02 -0.18 0.21 0.102
H 19.953 23.811 27.757 -0.26 -0.21 -0.41 0.135
H 22.033 22.929 27.744 0.17 0.37 -1.40 0.159
H 21.839 23.831 26.101 0.16 -1.14 0.44 0.154
H 22.746 20.024 27.197 0.86 -1.08 0.26 0.103
H 21.019 19.991 26.590 -0.43 -1.50 -0.15 0.107
H 21.398 20.907 27.980 0.36 -0.11 0.34 0.099